Computed, not measured: a 3-piece molecular cluster, C21H25BF9O overall at a distorted geometry, with wB97M-V/def2-TZVPD.

Geometry (Å):
C (3.0219, -1.3042, 1.4870)
C (2.9290, -2.9408, 1.4596)
O (1.9037, -3.4738, 0.5143)
C (2.0559, -2.8819, -0.8240)
B (1.3641, -3.8027, -2.0403)
F (1.4238, -2.9335, -3.2810)
C (2.4532, -5.0276, -2.3229)
F (1.8307, -6.3567, -2.5202)
C (3.3964, -4.7571, -3.6660)
C (4.5203, -3.5809, -3.4610)
C (-0.1556, -4.3196, -1.6903)
F (-0.7598, -5.0154, -2.8875)
F (-0.1676, -5.3701, -0.6041)
C (-1.1985, -3.1555, -1.2001)
F (-0.9442, -2.6146, 0.1587)
F (-2.5525, -3.8217, -1.1226)
C (-1.3797, -1.8966, -2.2338)
F (-1.4249, -2.2605, -3.6688)
F (-0.3840, -0.8024, -2.0579)
F (-2.7169, -1.2777, -1.9054)
H (3.5321, -0.8637, 2.4630)
H (1.9193, -0.8928, 1.4151)
H (3.6684, -0.9153, 0.5628)
H (4.0088, -3.3697, 1.1964)
H (2.5796, -3.2811, 2.5448)
H (3.2235, -2.8800, -1.0555)
H (1.6941, -1.7733, -0.9214)
H (3.2189, -5.0702, -1.4081)
H (2.7538, -4.6373, -4.6519)
H (4.0049, -5.7732, -3.8164)
H (3.9511, -2.5319, -3.4935)
H (5.2659, -3.5500, -4.3849)
H (5.0538, -3.7092, -2.4275)
C (-3.1117, 1.5050, -0.8968)
C (-2.4658, 2.4186, -0.0644)
C (-3.1692, 3.5015, 0.4624)
C (-4.5223, 3.6653, 0.1644)
C (-5.1690, 2.7494, -0.6649)
C (-4.4633, 1.6717, -1.1992)
H (-2.5623, 0.6631, -1.3099)
H (-1.4131, 2.2871, 0.1733)
H (-2.6640, 4.2170, 1.1055)
H (-5.0718, 4.5063, 0.5788)
H (-6.2239, 2.8763, -0.8957)
H (-4.9661, 0.9615, -1.8497)
C (0.1211, 7.0992, 4.3432)
C (-0.1642, 6.0878, 5.2599)
C (-1.3113, 5.3097, 5.1066)
C (-2.1688, 5.5369, 4.0297)
C (-1.8814, 6.5458, 3.1109)
C (-0.7391, 7.3300, 3.2695)
H (1.0135, 7.7076, 4.4649)
H (0.5077, 5.9064, 6.0952)
H (-1.5368, 4.5262, 5.8248)
H (-3.0602, 4.9274, 3.9073)
H (-2.5489, 6.7216, 2.2708)
H (-0.5185, 8.1196, 2.5565)

## Properties
net charge: -1
total energy: -1814.01159 a.u.
HOMO energy: -6.12 eV
largest force on an atom: 0.1051 hartree/bohr
frontier orbital gap: 8.384 eV

Computed, not measured: an isolated ion of composition C21H25BrNO and charge +1, with wB97M-V/def2-TZVPD.

Geometry (Å):
C (1.6325, -1.4092, -4.4813)
C (3.1352, -1.2017, -4.4094)
N (3.5248, -0.0791, -3.5157)
C (5.0037, 0.0219, -3.3908)
C (5.4256, 0.7961, -2.1535)
C (2.9065, 1.2184, -3.9447)
C (1.6623, 1.4079, -3.2322)
C (0.6719, 1.4771, -2.5595)
C (-0.4242, 1.4699, -1.6250)
C (0.1287, 0.9074, -0.2798)
O (1.1324, 1.7810, 0.2070)
C (0.7808, -0.4352, -0.5747)
C (-0.0053, -1.5405, -0.8737)
C (0.5830, -2.7616, -1.1563)
C (1.9623, -2.8932, -1.1414)
C (2.7519, -1.7947, -0.8420)
C (2.1642, -0.5676, -0.5646)
C (-0.9484, 0.7122, 0.7762)
C (-2.2919, 1.0070, 0.5882)
C (-3.2028, 0.8108, 1.6122)
C (-2.7685, 0.3211, 2.8323)
Br (-4.0234, 0.0470, 4.2371)
C (-1.4291, 0.0298, 3.0411)
C (-0.5296, 0.2266, 2.0131)
H (1.1202, -0.5670, -4.9356)
H (1.2153, -1.5782, -3.4920)
H (1.4329, -2.2882, -5.0877)
H (3.6012, -2.1100, -4.0214)
H (3.5442, -1.0001, -5.4026)
H (3.1340, -0.2928, -2.5728)
H (5.4098, -0.9901, -3.3341)
H (5.3905, 0.4924, -4.2977)
H (6.5105, 0.8451, -2.1199)
H (5.0852, 0.2996, -1.2487)
H (5.0494, 1.8154, -2.1496)
H (2.7589, 1.2054, -5.0272)
H (3.5869, 2.0372, -3.7005)
H (-0.7990, 2.4849, -1.4788)
H (-1.2240, 0.8341, -2.0063)
H (0.7121, 2.5461, 0.6151)
H (-1.0814, -1.4544, -0.8632)
H (-0.0374, -3.6166, -1.3746)
H (2.4173, -3.8505, -1.3435)
H (3.8266, -1.9071, -0.7872)
H (2.7579, 0.2888, -0.2832)
H (-2.6569, 1.3936, -0.3500)
H (-4.2460, 1.0397, 1.4611)
H (-1.0968, -0.3476, 3.9951)
H (0.5165, 0.0064, 2.1656)

## Properties
net charge: +1
total energy: -3518.95328 a.u.
SMILES: CC[NH+](CC)CC#CC[C@](O)(c1ccccc1)c1ccc(Br)cc1
HOMO energy: -11.23 eV
largest force on an atom: 0.0175 hartree/bohr
frontier orbital gap: 9.051 eV

Computed, not measured: C21H25CdF3N6O8PS4 as an isolated structure, with wB97M-V/def2-TZVPD.

Geometry (Å):
Cd (-0.0966, 0.3525, -0.5912)
N (-0.5546, -2.4060, 7.2538)
C (-0.8686, -2.2973, 5.8853)
C (0.1362, -2.0618, 4.9506)
C (-0.1691, -1.9984, 3.6026)
C (-1.4806, -2.1637, 3.1794)
C (-2.4870, -2.4018, 4.0998)
C (-2.1811, -2.4737, 5.4497)
S (-1.8484, -2.1082, 1.4522)
O (-0.9110, -2.9843, 0.8035)
O (-3.2596, -2.3726, 1.3219)
N (-1.4708, -0.6194, 0.9515)
C (-1.9472, 0.4894, 1.5648)
N (-2.8283, 0.4617, 2.5856)
C (-3.1959, 1.6293, 3.0802)
C (-2.7428, 2.8499, 2.6080)
C (-1.8394, 2.7794, 1.5561)
N (-1.4426, 1.6399, 1.0432)
H (0.3129, -1.9556, 7.5011)
H (-1.3022, -2.1190, 7.8658)
H (1.1652, -1.9350, 5.2708)
H (0.6232, -1.8221, 2.8861)
H (-3.5026, -2.5151, 3.7457)
H (-2.9647, -2.6632, 6.1767)
H (-3.9023, 1.5876, 3.9076)
H (-3.0680, 3.7909, 3.0268)
H (-1.4129, 3.6719, 1.1057)
C (-2.4631, 4.2388, -5.8306)
C (-2.3350, 3.0124, -4.9548)
O (-1.2376, 3.2225, -4.0736)
P (-0.7073, 1.9684, -3.1665)
S (0.6778, 2.7149, -1.9774)
S (-2.2264, 1.0035, -2.3694)
O (-0.0830, 0.9809, -4.2644)
C (1.1722, 1.2351, -4.9099)
C (0.9591, 1.9071, -6.2514)
H (-3.3362, 4.1484, -6.4820)
H (-1.5765, 4.3668, -6.4542)
H (-2.5778, 5.1325, -5.2146)
H (-2.1676, 2.1143, -5.5566)
H (-3.2430, 2.8510, -4.3690)
H (1.6445, 0.2608, -5.0178)
H (1.8029, 1.8370, -4.2551)
H (0.2372, 1.3453, -6.8481)
H (1.9050, 1.9411, -6.7990)
H (0.5928, 2.9270, -6.1267)
N (3.1413, -3.2999, 1.9025)
C (3.7075, -2.1725, 2.4862)
O (4.5750, -2.3277, 3.3615)
C (3.2389, -0.8729, 2.0718)
C (3.8242, 0.3404, 2.6141)
C (3.3543, 1.5497, 2.1412)
C (2.3439, 1.6187, 1.1927)
N (1.7546, 0.4550, 0.7063)
C (2.2112, -0.7065, 1.1428)
H (3.6516, -4.1452, 2.0876)
H (2.6975, -3.2432, 0.9991)
H (4.6141, 0.2664, 3.3471)
H (3.7767, 2.4799, 2.5095)
H (1.9630, 2.5512, 0.8022)
H (1.7097, -1.5757, 0.7211)
F (1.8948, -3.8371, -4.2961)
C (0.9098, -3.0708, -3.7963)
F (0.4005, -2.3615, -4.8114)
F (-0.0471, -3.8829, -3.3452)
S (1.5643, -1.9857, -2.4773)
O (2.0984, -2.9043, -1.5040)
O (2.4978, -1.1293, -3.1620)
O (0.3191, -1.3094, -2.0556)

## Properties
net charge: -2
multiplicity: 2
total energy: -4147.42453 a.u.
energy relative to the best compared isomer or geometry (same formula, charge and spin): 0.00 kJ/mol
HOMO energy (alpha / beta): 0.48 / -3.37 eV
largest force on an atom: 0.0176 hartree/bohr
frontier orbital gap (alpha / beta): 3.789 / 7.637 eV

Computed, not measured: C21H25Cl2GeN2Pd as an isolated structure, with wB97M-V/def2-TZVPD.

Geometry (Å):
Pd (-0.3433, 2.1786, -0.3289)
N (1.9694, 2.3898, -0.1522)
C (2.4164, 2.0672, 1.2069)
C (1.7613, 2.9506, 2.2574)
N (0.3116, 2.7963, 2.2767)
H (2.3249, 1.6930, -0.7994)
H (2.3429, 3.2874, -0.4421)
H (3.5043, 2.1507, 1.3122)
H (2.1638, 1.0199, 1.3825)
H (1.9832, 3.9990, 2.0340)
H (2.2397, 2.7290, 3.2210)
H (-0.1189, 3.4565, 2.9106)
H (0.0373, 1.8656, 2.5732)
Cl (-2.9016, 3.1443, -0.8825)
C (-2.3170, 4.8048, -0.7751)
Cl (-0.5769, 4.9051, -1.1161)
H (-2.4760, 5.1644, 0.2340)
H (-2.8349, 5.4069, -1.5114)
C (-1.4319, -2.3155, 3.8470)
C (-0.3104, -1.5072, 3.7264)
C (0.0001, -0.9322, 2.5028)
C (-0.7810, -1.1439, 1.3648)
C (-1.8980, -1.9654, 1.5104)
C (-2.2234, -2.5432, 2.7313)
Ge (-0.3641, -0.2483, -0.3599)
C (-1.5842, -1.1254, -1.6411)
C (-1.1482, -2.1128, -2.5230)
C (-2.0164, -2.7078, -3.4296)
C (-3.3492, -2.3261, -3.4719)
C (-3.8033, -1.3433, -2.6031)
C (-2.9258, -0.7513, -1.7077)
C (1.4366, -0.9243, -0.8452)
C (2.0674, -0.4025, -1.9780)
C (3.3393, -0.8075, -2.3576)
C (4.0212, -1.7496, -1.5978)
C (3.4128, -2.2836, -0.4722)
C (2.1350, -1.8766, -0.1061)
H (-1.6827, -2.7671, 4.7985)
H (0.3255, -1.3278, 4.5854)
H (0.8923, -0.3159, 2.4424)
H (-2.5297, -2.1737, 0.6547)
H (-3.0980, -3.1780, 2.8068)
H (-0.1125, -2.4343, -2.5069)
H (-1.6488, -3.4732, -4.1023)
H (-4.0286, -2.7884, -4.1769)
H (-4.8419, -1.0357, -2.6267)
H (-3.3052, 0.0208, -1.0433)
H (1.5470, 0.3354, -2.5846)
H (3.7965, -0.3907, -3.2472)
H (5.0156, -2.0677, -1.8847)
H (3.9303, -3.0261, 0.1234)
H (1.6776, -2.3203, 0.7715)

## Properties
net charge: 0
multiplicity: 2
total energy: -4049.88184 a.u.
HOMO energy (alpha / beta): -6.27 / -7.26 eV
largest force on an atom: 0.0077 hartree/bohr
frontier orbital gap (alpha / beta): 6.618 / 7.595 eV